Entry 1:
111
Properties=species:S:1:pos:R:3:mulliken_charge:R:1 method="wB97M-V/def2-TZVPD" multiplicity=1 homo_ha=-0.275 energy_ha=-2564.01198
C 1.05 -3.41 3.18 -0.842
C 3.25 4.39 4.97 -1.330
H 2.79 -0.63 2.40 0.234
H 1.42 -2.97 -3.48 0.605
C 2.92 -7.63 7.21 -1.392
C 4.56 -7.39 4.75 -0.913
C 1.89 -4.38 0.77 -0.735
H 1.53 4.64 -5.73 0.277
H 1.06 -0.47 2.07 0.176
C -1.57 1.80 -1.65 -0.019
C -3.30 -0.73 0.00 -1.144
N 0.35 -2.05 -5.86 -0.136
H 5.36 -6.66 4.59 0.291
C 0.78 5.41 -5.91 -0.976
H 1.65 -0.55 -6.47 0.270
H 2.97 -8.67 6.86 0.355
H 2.99 -6.04 4.27 0.091
H 5.62 5.40 2.31 0.301
N 3.58 5.33 2.73 -0.099
H -3.84 0.22 -0.16 0.330
C -6.82 -2.83 3.07 -0.850
C 0.89 -4.77 2.93 -0.815
C -1.68 4.83 -5.76 0.923
H -6.96 -2.21 3.96 0.291
N -0.44 5.04 -5.23 -0.023
C -8.78 -3.13 0.87 -1.287
C 2.07 -3.00 1.02 0.892
H 1.22 3.74 -1.21 0.482
C 2.51 -6.72 6.08 0.948
H 2.52 4.44 5.77 0.302
H 0.35 5.95 1.76 0.358
C -0.72 5.83 -0.11 -0.547
C 2.79 5.27 3.83 0.885
H -1.09 6.25 -2.19 0.548
H 4.74 4.03 1.60 0.262
C -0.61 5.43 -1.62 -1.027
C -1.04 0.57 -1.36 0.769
H 2.24 -2.21 -6.71 0.285
C 0.60 5.76 0.69 -0.977
C 1.16 1.59 -0.90 -0.755
H 4.82 -8.03 5.58 0.356
O -2.61 4.53 -5.04 -0.610
C 2.76 -2.17 -0.07 -1.082
O 1.75 5.90 3.88 -0.639
H 0.72 -3.02 4.16 0.354
C 1.63 -2.51 2.27 1.596
H 4.21 4.73 5.35 0.369
C 2.10 -0.82 -0.35 0.313
H 1.14 6.36 -5.51 0.279
N 0.82 -0.81 -0.69 -0.036
C 2.90 0.36 -0.28 -0.576
H -4.21 0.04 -2.53 0.455
O -7.65 -1.25 -0.08 -0.645
H -2.86 4.78 -7.53 0.309
H -7.59 -3.59 3.05 0.318
H 1.10 4.78 0.68 0.307
C 0.53 -2.33 -3.42 -1.081
P -2.18 -0.91 -1.51 0.352
C 0.58 2.86 -1.24 -0.394
H 5.13 4.04 3.33 0.330
C -0.75 3.01 -1.59 0.897
O -1.41 -2.83 -4.72 -0.654
H 1.22 -6.33 1.47 0.389
O 1.50 -6.05 6.12 -0.620
H -3.79 -1.54 -3.23 0.370
C 1.70 -1.55 -6.03 -0.792
H -2.29 4.29 -1.48 0.326
H 4.45 -7.99 3.85 0.282
H 2.84 -2.78 -0.98 0.258
H -4.00 -1.59 -0.05 0.360
H 3.33 3.35 4.64 0.323
C 0.35 0.43 -0.97 -0.952
H 0.45 -5.48 3.64 0.520
C 4.84 4.66 2.49 -0.867
H 3.96 0.24 0.00 0.424
H 2.26 -4.76 -0.19 0.296
H -1.18 4.27 -7.78 0.351
H -8.31 -4.12 0.89 0.342
H -0.08 -2.67 -2.59 0.416
H 1.55 -0.87 3.71 0.407
H -2.84 -0.04 -3.72 0.351
C -0.26 -2.43 -4.70 0.359
H 3.81 -1.97 0.25 0.322
N -6.87 -1.98 1.90 -0.143
H -0.24 -2.14 -6.67 0.256
C -7.73 -2.05 0.84 0.847
H -0.42 4.92 -4.22 0.061
H -1.58 6.00 -7.56 0.372
C 1.32 -5.26 1.68 -0.884
H -6.20 -1.23 1.81 0.198
H -2.62 1.91 -1.95 0.367
H 2.19 -7.57 8.00 0.297
C -1.83 4.98 -7.26 -1.432
H 2.23 -1.49 -5.09 0.291
H 0.43 5.40 -1.99 0.392
H -1.04 6.89 -0.07 0.371
N -1.39 4.21 -1.94 -0.247
H 3.89 -7.33 7.61 0.367
H -5.84 -3.30 3.12 0.285
H 0.63 5.51 -6.98 0.411
H -2.73 -0.75 0.94 0.394
N 2.48 1.59 -0.53 -0.649
C 1.81 -1.05 2.66 -1.312
H 3.22 5.94 2.01 0.185
H -9.43 -3.01 1.74 0.362
H -9.39 -3.06 -0.03 0.293
N 3.32 -6.67 4.98 -0.053
H 1.34 6.54 0.43 0.301
H 0.83 -1.30 -3.24 0.245
C -3.37 -0.58 -2.92 -1.302
H -1.51 5.22 0.35 0.335

Entry 2:
71
Properties=species:S:1:pos:R:3:mulliken_charge:R:1 method="wB97M-V/def2-TZVPD" multiplicity=1 homo_ha=-0.078 total_charge=-2 de_lowest_kcal_mol=28.0 energy_ha=-7203.86774
F -3.67 4.43 2.29 -0.365
H 0.23 3.57 -2.17 0.487
H 2.48 4.24 2.70 0.390
H 0.13 4.28 1.93 0.476
H -0.60 2.80 0.12 0.289
C 1.35 1.95 -0.21 0.430
H 3.37 1.20 -0.18 0.165
C -1.15 2.04 3.51 0.373
H 2.80 1.59 -2.59 0.576
H -0.51 -5.11 -3.96 0.342
P 0.82 0.72 -1.44 2.348
C 0.44 2.80 0.42 -0.404
O -0.36 -3.56 -1.33 -0.351
H -3.24 3.13 -4.65 0.360
S 2.22 -5.98 -0.69 -0.524
S 2.87 -4.11 -1.15 -0.076
H -3.24 -3.50 2.20 0.485
F -0.43 4.92 5.68 -0.351
F -2.49 5.97 4.22 -0.364
F 0.43 2.44 5.23 -0.399
H 1.74 0.73 -3.70 0.432
C 0.33 -4.49 -3.68 -0.782
H 1.03 -5.03 -3.03 0.092
C -1.82 -0.73 0.16 -0.431
C 2.67 1.92 0.24 -0.515
C -0.58 -3.71 1.68 -0.148
C -2.21 2.64 2.79 -0.395
C -2.86 -2.69 1.60 -0.590
N 0.40 -5.28 2.60 0.154
C -1.51 -2.68 1.25 0.349
O 0.73 -2.06 -2.77 -0.510
H -1.41 0.11 -0.38 -0.111
C 0.85 3.64 1.44 -0.931
H 4.09 2.68 1.64 0.416
N -0.83 -4.71 2.49 -0.887
C -2.47 2.69 -4.03 -0.497
N -3.69 -1.74 1.21 -0.683
H -3.81 0.05 0.19 0.490
H 2.37 -4.87 1.84 0.054
C -3.16 -0.76 0.50 -0.532
C -0.52 2.93 -2.64 -0.500
H 0.83 -4.08 -4.55 0.322
F -2.82 1.96 1.81 -0.312
C -1.02 4.17 4.72 0.424
C 3.04 -0.54 -2.56 0.234
C 1.31 -4.64 1.87 -0.231
C -0.50 1.56 -2.41 0.174
O -1.57 -2.73 -3.31 -0.638
C 2.17 3.61 1.87 -0.469
C -2.44 1.32 -3.82 -0.729
Zr 1.36 -2.18 -0.44 0.351
O 3.80 -0.88 -3.44 -0.714
C -2.65 3.93 3.02 0.138
S -0.31 -3.12 -2.75 0.769
O 2.91 -1.11 -1.39 0.019
C -1.50 3.50 -3.44 -0.703
C -1.47 0.76 -3.01 -0.114
S -0.57 0.46 3.17 -0.318
S 2.82 -1.55 1.50 -0.288
N 0.71 -3.63 1.28 0.792
C 2.17 0.71 -2.70 -0.754
S 4.76 -4.46 2.00 -0.501
C 3.07 2.74 1.28 -0.871
N -0.98 -1.70 0.51 1.087
H -3.19 0.68 -4.28 0.463
As 4.42 -2.95 0.59 0.204
C -0.59 2.88 4.49 0.024
H 0.52 -6.11 3.15 0.197
H -1.45 -0.32 -2.87 0.072
H -1.52 4.57 -3.60 0.407
C -2.06 4.71 3.99 0.605

What did the second record say?
71
Properties=species:S:1:pos:R:3:mulliken_charge:R:1 method="wB97M-V/def2-TZVPD" multiplicity=1 homo_ha=-0.078 total_charge=-2 de_lowest_kcal_mol=28.0 energy_ha=-7203.86774
F -3.67 4.43 2.29 -0.365
H 0.23 3.57 -2.17 0.487
H 2.48 4.24 2.70 0.390
H 0.13 4.28 1.93 0.476
H -0.60 2.80 0.12 0.289
C 1.35 1.95 -0.21 0.430
H 3.37 1.20 -0.18 0.165
C -1.15 2.04 3.51 0.373
H 2.80 1.59 -2.59 0.576
H -0.51 -5.11 -3.96 0.342
P 0.82 0.72 -1.44 2.348
C 0.44 2.80 0.42 -0.404
O -0.36 -3.56 -1.33 -0.351
H -3.24 3.13 -4.65 0.360
S 2.22 -5.98 -0.69 -0.524
S 2.87 -4.11 -1.15 -0.076
H -3.24 -3.50 2.20 0.485
F -0.43 4.92 5.68 -0.351
F -2.49 5.97 4.22 -0.364
F 0.43 2.44 5.23 -0.399
H 1.74 0.73 -3.70 0.432
C 0.33 -4.49 -3.68 -0.782
H 1.03 -5.03 -3.03 0.092
C -1.82 -0.73 0.16 -0.431
C 2.67 1.92 0.24 -0.515
C -0.58 -3.71 1.68 -0.148
C -2.21 2.64 2.79 -0.395
C -2.86 -2.69 1.60 -0.590
N 0.40 -5.28 2.60 0.154
C -1.51 -2.68 1.25 0.349
O 0.73 -2.06 -2.77 -0.510
H -1.41 0.11 -0.38 -0.111
C 0.85 3.64 1.44 -0.931
H 4.09 2.68 1.64 0.416
N -0.83 -4.71 2.49 -0.887
C -2.47 2.69 -4.03 -0.497
N -3.69 -1.74 1.21 -0.683
H -3.81 0.05 0.19 0.490
H 2.37 -4.87 1.84 0.054
C -3.16 -0.76 0.50 -0.532
C -0.52 2.93 -2.64 -0.500
H 0.83 -4.08 -4.55 0.322
F -2.82 1.96 1.81 -0.312
C -1.02 4.17 4.72 0.424
C 3.04 -0.54 -2.56 0.234
C 1.31 -4.64 1.87 -0.231
C -0.50 1.56 -2.41 0.174
O -1.57 -2.73 -3.31 -0.638
C 2.17 3.61 1.87 -0.469
C -2.44 1.32 -3.82 -0.729
Zr 1.36 -2.18 -0.44 0.351
O 3.80 -0.88 -3.44 -0.714
C -2.65 3.93 3.02 0.138
S -0.31 -3.12 -2.75 0.769
O 2.91 -1.11 -1.39 0.019
C -1.50 3.50 -3.44 -0.703
C -1.47 0.76 -3.01 -0.114
S -0.57 0.46 3.17 -0.318
S 2.82 -1.55 1.50 -0.288
N 0.71 -3.63 1.28 0.792
C 2.17 0.71 -2.70 -0.754
S 4.76 -4.46 2.00 -0.501
C 3.07 2.74 1.28 -0.871
N -0.98 -1.70 0.51 1.087
H -3.19 0.68 -4.28 0.463
As 4.42 -2.95 0.59 0.204
C -0.59 2.88 4.49 0.024
H 0.52 -6.11 3.15 0.197
H -1.45 -0.32 -2.87 0.072
H -1.52 4.57 -3.60 0.407
C -2.06 4.71 3.99 0.605